Molecular formula: C14H17N3OOs
Method: DFT, the ωB97M-V functional and the def2-TZVPD basis

```
36
Properties=species:S:1:pos:R:3
C 3.587 0.009 -1.706
C 3.585 -1.502 -1.401
H 3.307 0.209 -2.745
H 4.596 0.408 -1.534
H 2.907 0.612 -1.094
H 2.581 -1.905 -1.298
H 4.084 -1.982 -2.249
H 4.148 -1.704 -0.488
C -0.607 2.506 -1.060
C -1.668 3.372 -1.327
C -2.980 2.968 -1.092
C -3.170 1.702 -0.557
H 0.418 2.786 -1.238
H -1.441 4.349 -1.727
H -3.829 3.619 -1.298
H -4.156 1.302 -0.356
N -0.780 1.280 -0.525
C -2.053 0.909 -0.221
C -2.127 -0.359 0.449
N -0.887 -0.902 0.701
C -0.891 -2.089 1.353
C -3.317 -2.234 1.381
C -2.060 -2.764 1.695
H 0.080 -2.506 1.578
H -1.965 -3.724 2.191
C -3.331 -1.011 0.731
H -4.253 -0.541 0.416
H -4.238 -2.747 1.638
Os 0.939 0.128 0.095
C 2.001 -1.138 1.136
H 1.887 -2.100 0.585
H 1.678 -1.290 2.182
H 3.099 -1.016 1.168
O 1.534 2.049 2.698
C 1.520 1.615 1.581
N 1.803 1.690 0.338
```

Energy relative to the best compared isomer or geometry (same formula, charge and spin): 0.5447 eV
M: 433.54 g mol⁻¹
Highest occupied orbital energy (spin up / spin down): -15.112 / -15.479 eV
Total charge: +2
⟨S²⟩: 6.06
Spin multiplicity: 5
Kohn-Sham gap (spin up / spin down): 6.252 / 3.130 eV

Molecular formula: C14H17N3Zr
Method: DFT, the ωB97M-V functional and the def2-TZVPD basis

```
35
Properties=species:S:1:pos:R:3
C -4.927 0.194 0.341
C -4.941 1.486 -0.462
H -5.125 -0.670 -0.300
H -5.730 0.244 1.092
H -3.991 0.009 0.870
H -4.098 1.608 -1.135
H -5.852 1.515 -1.067
H -4.957 2.358 0.193
C 0.835 -2.924 0.158
C 1.773 -3.929 -0.080
C 2.883 -3.667 -0.904
C 3.081 -2.391 -1.408
H -0.018 -3.014 0.832
H 1.639 -4.904 0.379
H 3.611 -4.435 -1.151
H 3.963 -2.094 -1.988
N 0.939 -1.728 -0.469
C 2.076 -1.432 -1.183
C 2.203 -0.071 -1.679
N 1.176 0.813 -1.379
C 1.348 2.148 -1.586
C 3.367 1.674 -2.806
C 2.388 2.587 -2.388
H 0.636 2.801 -1.078
H 2.412 3.638 -2.673
C 3.336 0.346 -2.394
H 4.120 -0.388 -2.624
H 4.172 1.973 -3.467
Zr -0.597 -0.050 -0.467
C -1.361 1.864 0.184
H -1.756 2.406 -0.690
H -0.607 2.471 0.699
H -2.187 1.705 0.897
N 1.157 0.238 2.329
C 0.256 0.234 1.561
```

M: 318.53 g mol⁻¹
Highest occupied orbital energy: -16.621 eV
Total charge: +2
Kohn-Sham gap: 7.364 eV

Molecular formula: C14H17N4O4PdSe4
Method: DFT, the ωB97M-V functional and the def2-TZVPD basis

```
44
Properties=species:S:1:pos:R:3
Pd 0.570 -1.314 1.916
Se 1.510 -0.878 4.213
Se 0.756 -2.573 5.462
Se -1.168 -3.543 4.408
Se -1.582 -2.517 2.471
O 4.265 -1.161 0.077
C 3.084 -1.366 0.168
O 2.514 -1.486 1.371
C 2.223 -1.585 -1.045
C 2.822 -1.384 -2.284
C 2.113 -1.519 -3.478
C 0.788 -1.862 -3.379
O -0.115 -2.045 -4.375
C -1.344 -2.421 -3.755
O -1.141 -2.383 -2.333
C 0.172 -2.073 -2.152
C 0.867 -1.957 -0.981
H 3.866 -1.107 -2.299
H 2.580 -1.359 -4.439
H -1.605 -3.438 -4.052
H -2.120 -1.704 -4.023
H 0.363 -2.153 -0.034
C 0.714 1.377 0.611
N -0.354 0.576 1.318
C -1.495 0.402 0.352
N -1.998 1.674 -0.101
C -0.913 2.410 -0.758
N 0.199 2.646 0.164
C -0.292 3.399 1.319
N -1.366 2.676 2.009
C -0.859 1.405 2.461
C -2.457 2.444 1.058
H 1.063 0.787 -0.238
H 1.540 1.521 1.311
H -2.289 -0.143 0.869
H -1.137 -0.186 -0.495
H -1.296 3.368 -1.110
H -0.555 1.837 -1.615
H -0.673 4.363 0.983
H 0.531 3.572 2.014
H -1.647 0.837 2.963
H -0.030 1.562 3.155
H -2.843 3.404 0.718
H -3.261 1.900 1.556
```

Energy relative to the best compared isomer or geometry (same formula, charge and spin): 0.0000 eV
M: 727.57 g mol⁻¹
Highest occupied orbital energy (spin up / spin down): -10.991 / -10.974 eV
Total charge: +1
⟨S²⟩: 6.02
Spin multiplicity: 5
Kohn-Sham gap (spin up / spin down): 6.417 / 4.156 eV

Molecular formula: C14H17N5O11P
Method: DFT, the ωB97M-V functional and the def2-TZVPD basis

```
48
Properties=species:S:1:pos:R:3
C 2.859 2.454 1.878
C 1.532 1.731 1.855
O 1.783 0.325 2.118
P 0.718 -0.835 1.795
C -0.674 -0.474 2.785
C -2.024 -0.323 2.396
O -3.044 -0.461 3.070
O -2.069 0.025 1.064
C -3.355 0.033 0.416
C -3.715 -1.300 -0.163
O 0.524 -1.125 0.352
O 1.479 -2.071 2.512
C 1.434 -3.368 1.863
C 2.563 -4.236 2.358
H 2.714 3.500 1.597
H 3.270 2.413 2.890
H 3.567 1.997 1.180
H 0.851 2.113 2.628
H 1.045 1.852 0.877
H -0.525 -0.541 3.853
H -4.105 0.342 1.148
H -3.253 0.797 -0.361
H -4.613 -1.182 -0.769
H -2.915 -1.711 -0.792
H -3.953 -1.989 0.652
H 0.459 -3.832 2.065
H 1.530 -3.200 0.783
H 2.441 -5.224 1.911
H 3.523 -3.822 2.041
H 2.556 -4.336 3.446
O 1.332 3.394 -5.350
N 1.137 2.334 -4.782
C 0.619 1.932 -3.571
C 0.624 0.528 -3.544
N 1.155 0.022 -4.698
O 1.500 1.132 -5.425
C 0.020 -0.168 -2.434
N -0.085 -1.639 -2.451
O 0.861 -2.311 -2.879
O -1.146 -2.139 -2.043
C -0.530 0.575 -1.369
C -0.540 1.977 -1.452
N -1.245 2.952 -0.725
O -1.822 2.924 0.349
O -1.202 4.140 -1.475
N -0.382 4.008 -2.570
C -0.001 2.697 -2.547
H -0.899 0.091 -0.481
```

Energy relative to the best compared isomer or geometry (same formula, charge and spin): 0.0000 eV
M: 462.29 g mol⁻¹
Highest occupied orbital energy: -3.974 eV
Total charge: -1
Kohn-Sham gap: 4.682 eV

Molecular formula: C14H17N7O5V
Method: DFT, the ωB97M-V functional and the def2-TZVPD basis

```
44
Properties=species:S:1:pos:R:3
V 0.860 0.512 -0.385
O -0.514 -1.263 -0.032
C -1.005 -1.982 -1.172
C 0.156 -2.540 -1.971
N 1.065 -1.458 -2.285
C 0.767 -0.727 -3.501
C 1.276 0.724 -3.413
O 1.695 1.264 -4.419
O 1.145 1.267 -2.252
C 2.475 -1.806 -2.131
C 2.836 -1.690 -0.653
O 3.250 -2.645 -0.016
O 2.626 -0.510 -0.152
H -0.044 -1.878 0.547
H -1.564 -1.243 -1.748
H -1.697 -2.763 -0.849
H -0.199 -3.086 -2.856
H 0.686 -3.262 -1.342
H -0.320 -0.665 -3.622
H 1.171 -1.202 -4.402
H 3.082 -1.086 -2.683
H 2.702 -2.812 -2.498
N 2.245 -0.637 2.583
C 1.111 -0.005 2.855
N 0.693 0.076 4.121
C -0.472 0.686 4.301
N -0.946 0.768 5.556
N -1.242 1.228 3.332
C -0.743 1.104 2.119
N 0.410 0.507 1.808
C -1.520 1.704 0.994
C -2.710 2.370 1.232
C -3.366 2.954 0.158
C -2.799 2.875 -1.105
C -1.594 2.209 -1.258
N -0.972 1.627 -0.230
H 2.760 -1.045 3.342
H 2.571 -0.721 1.608
H -0.363 0.473 6.317
H -1.771 1.313 5.725
H -3.092 2.420 2.240
H -4.301 3.477 0.309
H -3.270 3.330 -1.965
H -1.077 2.140 -2.207
```

M: 414.28 g mol⁻¹
Highest occupied orbital energy (spin up / spin down): -7.027 / -8.650 eV
⟨S²⟩: 3.76
Spin multiplicity: 4
Kohn-Sham gap (spin up / spin down): 6.382 / 7.921 eV

Molecular formula: C14H18BN7O2Sn
Method: DFT, the ωB97M-V functional and the def2-TZVPD basis

```
43
Properties=species:S:1:pos:R:3
H -3.755 1.058 -0.024
N -1.911 1.127 -1.124
B -0.221 1.475 -3.142
N -1.621 1.391 -2.456
C -2.752 1.767 -3.073
Sn -0.578 0.615 0.632
H -2.685 2.115 -4.102
C -3.799 1.659 -2.183
H -4.840 1.852 -2.384
C -3.249 1.252 -0.971
H -0.317 2.198 -4.104
C 2.827 -2.914 1.650
H 3.354 -2.650 2.572
H 2.105 -2.115 1.411
H 3.551 -2.972 0.828
N 0.345 0.065 -3.634
N 0.728 2.116 -2.086
N 0.604 -0.806 -2.608
N 0.638 1.983 -0.713
C 0.641 -0.564 -4.801
C 1.657 3.046 -2.379
H 0.544 -0.061 -5.758
H 1.780 3.362 -3.403
C 1.061 -1.871 -4.501
C 2.257 3.438 -1.191
C 0.977 -1.956 -3.092
C 1.588 2.772 -0.163
H 1.386 -2.650 -5.159
H 3.076 4.119 -1.072
H 1.168 -2.807 -2.438
H 1.747 2.845 0.900
H 2.329 -3.835 1.773
O -3.214 0.661 2.164
C -2.390 1.308 2.822
C -2.318 1.527 4.332
C -0.951 2.175 4.546
C -0.289 2.155 3.178
O 0.899 2.270 2.883
N -1.275 1.888 2.235
H -3.183 2.166 4.568
H -2.448 0.582 4.892
H -1.022 3.243 4.790
H -0.343 1.688 5.322
```

Energy relative to the best compared isomer or geometry (same formula, charge and spin): 0.0000 eV
M: 445.87 g mol⁻¹
Highest occupied orbital energy: -8.544 eV
Kohn-Sham gap: 9.198 eV

Calculated total energy values (in eV) by entry order: -23756.6917; -20526.2472; -293800.7433; -54047.1572; -61154.6952; -35845.9795.